Entry 1:
The following is a DFT calculation (wB97M-V/def2-TZVPD) of 4 unconnected molecules or ions with the total composition C13H30BBr6NO4P.

```
56
Properties=species:S:1:pos:R:3:forces:R:3:nbo_charge:R:1
Br 0.030812 3.404022 2.386061 -0.08 0.08 -0.01 0.0415
Br -0.341762 7.074134 2.801153 0.02 -0.01 -0.01 -0.0372
Br 3.610347 -7.649023 1.704972 -0.02 0.01 -0.01 -0.0333
Br -2.379458 1.732501 -5.289452 0.06 0.04 -0.12 0.0111
Br 1.740575 -4.971300 3.429914 -0.10 -0.16 0.09 0.0036
Br -2.970329 -1.907587 -5.493093 0.00 0.02 0.03 -0.0030
P 1.888543 0.500668 0.433355 -0.15 0.26 -0.14 1.3251
O 4.498523 0.001110 2.421581 -0.03 -0.32 0.18 -0.6079
O 0.178476 0.080353 0.607754 0.12 -0.14 0.02 -0.8195
O -2.634410 -0.175269 0.552096 -0.76 -0.61 -0.65 -0.9117
O 1.453790 1.551148 -0.917880 0.07 -0.17 -0.01 -0.8212
N 2.285526 -0.544487 1.913338 0.48 -0.45 0.02 -0.8007
C 0.075720 1.559643 -1.152273 0.09 0.30 0.21 -0.0529
C 2.629317 -1.919215 1.557526 0.26 0.06 -0.06 -0.4048
C -0.416966 0.198430 -0.656564 -0.04 -0.19 -0.14 -0.3049
C -2.814343 0.010238 -1.976327 -0.26 0.43 0.07 -0.7795
C -1.546289 4.518246 2.240280 0.07 -0.08 0.05 -0.4807
C 3.316399 0.004082 2.702966 -0.24 0.28 -0.03 0.7384
C -3.234173 0.690984 -6.683012 -0.02 0.08 0.04 -0.4570
C 3.631665 -5.386100 3.479719 -0.01 0.13 -0.03 -0.4588
C -1.250594 5.845845 1.592710 -0.03 0.03 0.00 -0.4340
C 2.823993 0.575348 4.014429 0.08 0.32 -0.21 -0.7110
C 4.147823 -5.827999 2.135744 0.02 -0.03 -0.01 -0.4395
C -4.285177 0.405549 -1.808042 -0.02 -0.18 0.06 -0.5885
C -4.065970 -0.433335 -6.120783 0.02 -0.08 -0.03 -0.4518
B -1.968500 0.009804 -0.644092 0.11 0.08 0.22 1.0221
H -4.704755 -0.850257 -6.896395 -0.01 0.02 0.00 0.2220
H -0.606549 5.735411 0.725658 0.00 0.00 0.00 0.2342
H 4.127626 -4.462420 3.772261 0.00 0.00 -0.02 0.2376
H -4.800011 -0.304701 -1.158906 0.00 0.02 0.02 0.2065
H 1.723546 -2.469422 1.303515 -0.01 0.08 -0.14 0.1984
H 3.350643 -1.989561 0.730245 -0.06 -0.04 -0.03 0.1739
H 3.259283 0.824405 0.176640 0.03 0.06 0.11 -0.1481
H -2.239662 3.956910 1.615912 -0.01 0.02 0.00 0.2296
H -0.146348 1.775475 -2.205141 0.08 -0.18 -0.04 0.1552
H 3.083703 -2.419428 2.420545 -0.05 -0.01 0.01 0.1631
H 2.007113 -0.653089 -0.427200 -0.12 -0.02 0.05 -0.1739
H -0.386781 2.355653 -0.540047 -0.16 -0.05 -0.09 0.1388
H -2.224158 -0.849608 1.098155 0.65 0.56 0.48 0.5063
H -4.819414 0.422644 -2.762548 0.01 0.07 -0.01 0.1783
H -2.771585 -1.017764 -2.361060 0.11 0.01 0.00 0.2314
H -3.866435 1.387664 -7.229377 -0.02 -0.02 -0.01 0.2228
H -2.346496 0.627785 -2.747967 0.05 -0.12 0.10 0.2223
H -4.670017 -0.111163 -5.277858 0.00 0.01 -0.01 0.2325
H 1.977198 1.234814 3.818808 -0.03 -0.04 0.02 0.2373
H 5.235020 -5.833944 2.130773 0.00 0.01 0.01 0.2257
H -2.445539 0.325145 -7.333328 -0.02 0.00 -0.01 0.2285
H 3.774650 -6.141435 4.246109 0.03 0.00 -0.01 0.2240
H -2.171421 6.350521 1.308839 -0.01 -0.01 0.01 0.2161
H 3.779413 -5.195970 1.333575 0.02 0.02 0.01 0.2421
H -4.388467 1.385222 -1.337537 0.00 0.04 -0.08 0.1971
H 1.726409 1.607746 1.335696 0.00 -0.11 0.07 -0.1739
H 2.456860 -0.248323 4.630274 0.00 0.01 0.00 0.2189
H -1.966083 4.636916 3.235058 -0.04 0.02 -0.02 0.2203
H 0.026663 -0.542383 -1.359685 -0.06 0.01 0.01 0.1846
H 3.622057 1.115368 4.522910 -0.03 -0.04 0.05 0.2046
```
Forces are in eV/Å.

Results
Frontier orbital gap   6.680 eV
Total charge   -1
HOMO   -4.62 eV
Lowest unoccupied orbital energy   2.1 eV

---

Entry 2:
The following is a DFT calculation (wB97M-V/def2-TZVPD) of 8 unconnected molecules or ions with the total composition C13H30Cl2F9N3O9S.

```
67
Properties=species:S:1:pos:R:3:forces:R:3:nbo_charge:R:1
Cl -39.214568 7.923312 18.374044 -0.01 0.35 0.39 -0.0898
Cl -36.334689 7.234393 21.556450 0.47 -0.48 0.52 -0.0564
S -31.198803 5.683553 20.886613 -1.31 1.37 -1.80 2.2942
F -32.929256 3.304559 17.886107 0.61 -0.29 -0.05 -0.2999
F -30.881072 3.039046 20.330310 0.39 0.47 -0.27 -0.3095
F -36.452411 11.424165 14.845426 -0.58 -0.58 0.94 -0.3064
F -33.274344 5.382953 17.413841 0.11 0.27 -0.54 -0.3093
F -36.999349 10.797491 16.916224 0.30 0.15 -0.96 -0.2909
F -37.894360 9.809454 15.218380 -0.06 0.19 -0.19 -0.3026
F -30.023663 3.660787 22.215472 -0.02 0.13 0.19 -0.3021
F -34.455524 3.817064 16.495901 -0.66 -0.07 -1.11 -0.2899
F -32.156414 3.304930 21.980743 -0.11 0.79 0.56 -0.3126
O -34.748449 9.529091 14.696762 -1.02 0.47 -0.33 -0.4644
O -34.658903 3.403313 19.747373 0.74 0.62 -2.08 -0.4795
O -33.878865 9.637845 21.344872 0.30 -0.13 -0.95 -0.9992
O -30.017243 5.967141 20.045238 -0.61 -1.64 1.51 -0.9844
O -35.820331 5.121304 18.797870 3.01 -1.97 -0.56 -0.5788
O -35.491291 8.614920 16.666450 -0.85 1.95 -3.71 -0.5942
O -31.246230 6.500313 22.086459 0.55 -1.07 0.43 -0.9974
O -32.446012 5.875976 20.095652 1.57 -1.76 1.18 -1.0194
O -31.904886 9.812673 18.558623 0.04 -0.71 0.88 -1.0332
N -33.850731 7.943576 19.134129 -0.90 -0.49 -0.23 -0.9451
N -29.966088 7.834069 18.343014 0.10 -0.59 -2.28 -0.8969
N -32.997707 8.061882 23.360323 0.68 -0.44 1.45 -0.8996
C -35.623365 3.310773 20.767530 -1.45 0.31 1.55 -0.0767
C -32.375416 10.804726 19.451632 -1.60 -0.62 0.14 -0.0822
C -37.586029 8.058383 20.649422 -1.62 0.23 -0.08 -0.4031
C -36.771445 10.382437 15.658864 -0.28 0.41 -0.30 0.9049
C -33.559877 8.736310 14.586342 1.54 -0.98 0.83 -0.0748
C -35.647858 9.357429 15.654882 3.05 -2.28 4.14 0.6961
C -35.285531 2.147969 21.681065 1.00 0.38 -0.43 -0.6259
C -31.062848 3.796635 21.410818 -0.12 0.42 -1.05 0.7765
C -37.998731 7.172933 19.485231 0.52 0.77 -1.16 -0.3618
C -33.854138 4.198330 17.584903 -0.11 0.29 2.29 0.9133
C -32.812243 10.502735 20.985756 1.10 -0.72 0.56 -0.0834
C -32.375154 9.229599 15.516416 -1.37 0.18 -1.02 -0.6427
C -34.865282 4.326690 18.773478 -3.01 0.71 1.50 0.7089
H -35.964853 2.000569 22.519696 -0.40 0.04 -0.43 0.2242
H -37.199508 9.046093 20.401408 -0.02 -0.21 -0.42 0.2449
H -31.879456 10.106830 15.100423 -0.35 0.22 -0.02 0.2155
H -33.347965 7.159838 19.543035 0.28 0.07 0.06 0.4372
H -32.779363 9.482591 16.496312 0.42 -0.07 0.14 0.2727
H -33.317559 11.188298 19.047120 -0.67 -0.04 -0.20 0.1193
H -38.473834 8.192288 21.267696 0.25 0.10 0.36 0.2134
H -30.097221 7.412950 17.430914 -0.06 -0.45 -0.24 0.3991
H -32.867217 11.447919 21.533127 -0.75 0.85 -0.61 0.1343
H -34.316446 2.334346 22.143324 0.13 -0.25 -0.15 0.2160
H -29.020858 8.188182 18.295082 -0.09 0.54 0.71 0.4190
H -33.683701 7.689019 24.002295 -0.13 -0.28 -0.14 0.4115
H -31.963646 10.135892 21.575147 1.15 -0.53 -0.43 0.0844
H -34.679734 7.590995 18.674316 -0.11 0.21 -0.35 0.4145
H -31.802790 11.731799 19.373727 0.80 -0.07 0.68 0.1432
H -33.249416 8.547248 18.575814 1.07 0.55 -0.84 0.4623
H -33.415563 8.709937 22.687326 -1.10 2.05 -1.97 0.4860
H -35.224857 1.292963 21.007730 0.02 -0.41 0.53 0.2151
H -34.071013 8.612255 19.875488 -0.46 0.67 1.69 0.4743
H -33.264459 8.706698 13.538004 -0.24 0.65 -0.04 0.1947
H -32.512529 7.378773 22.786975 0.11 -0.97 -0.25 0.4603
H -30.745158 8.492740 18.385741 -0.82 2.53 0.79 0.4908
H -30.137425 7.104503 19.036609 0.53 -0.55 0.71 0.4504
H -31.562653 8.506376 15.587444 -0.37 -0.44 0.07 0.1931
H -36.625813 3.121033 20.381801 0.07 0.23 -0.54 0.1862
H -33.806303 7.692829 14.785458 -0.15 0.05 0.49 0.1900
H -32.256577 8.490828 23.899248 0.00 0.42 0.09 0.4137
H -38.478254 6.230022 19.740420 0.63 0.03 0.33 0.2249
H -37.124440 7.093255 18.841419 -0.21 -0.71 0.09 0.2316
H -35.681135 4.255627 21.308886 0.10 0.10 -0.06 0.1953
```
Forces are in eV/Å.

Results
Frontier orbital gap   7.020 eV
HOMO   -6.85 eV
Lowest unoccupied orbital energy   0.2 eV

---

Entry 3:
The following is a DFT calculation (wB97M-V/def2-TZVPD) of a molecular structure, C13H30CuN2O7.

```
53
Properties=species:S:1:pos:R:3:forces:R:3:nbo_charge:R:1
Cu 20.149540 -15.880880 0.816690 0.34 1.42 -0.74 0.7958
O 23.615410 -19.739870 -1.930440 0.08 0.88 -0.18 -0.5505
O 21.099150 -12.279700 -0.284390 2.00 10.22 -0.03 -0.8546
O 21.612320 -14.117540 -0.137010 5.28 -10.23 1.79 -0.8996
O 15.654800 -15.138680 2.605390 -1.59 -0.84 0.70 -0.5559
O 19.694850 -13.478250 0.555340 -6.07 -3.45 5.64 -0.9082
O 18.567670 -18.580610 0.341660 0.25 0.07 -1.13 -0.5396
O 21.598470 -16.561330 2.552940 -0.40 -0.97 0.13 -0.5704
N 18.513180 -16.209920 2.474040 0.63 0.91 0.27 -0.6633
N 20.903310 -17.312360 -1.028600 -1.14 -0.03 -0.14 -0.6442
C 20.898170 -13.272890 0.386300 -1.69 1.68 -6.88 0.8426
C 14.473810 -14.687030 1.962190 0.75 -0.65 -1.42 -0.2536
C 18.040530 -14.897750 2.944700 -0.92 0.19 -1.10 -0.2527
C 20.742620 -16.444620 3.692670 1.29 0.98 -0.15 -0.0679
C 19.291640 -16.904460 3.467010 2.20 -1.40 -0.38 -0.2440
C 22.993860 -16.557660 2.836570 -0.05 1.82 -0.91 -0.2613
C 16.777830 -14.455190 2.133380 1.24 0.57 1.11 -0.0658
C 22.791290 -18.562030 -2.147710 0.17 -0.84 0.59 -0.0826
C 24.472590 -19.917910 -3.060080 -0.56 0.24 0.81 -0.2473
C 18.158370 -19.589490 1.207650 -0.31 -0.25 -0.15 -0.2389
C 18.998800 -19.084350 -0.935030 1.25 1.69 0.47 -0.0767
C 19.712520 -17.934310 -1.666260 0.34 -0.17 -0.31 -0.2342
C 22.044580 -18.171310 -0.830050 0.47 -1.05 -0.67 -0.2368
H 17.742560 -16.780980 2.157570 -0.02 -0.06 0.04 0.3798
H 23.275780 -15.516310 2.992160 0.09 0.23 0.62 0.1905
H 21.725070 -19.107860 -0.373020 0.15 0.00 0.28 0.1858
H 19.968590 -18.290930 -2.663940 0.10 -0.53 -0.26 0.1621
H 18.979810 -16.973360 4.509180 -1.14 0.15 0.12 0.1690
H 23.551480 -16.735530 1.917050 -0.36 -0.67 -0.08 0.2035
H 20.774730 -15.437150 4.107490 -0.26 0.76 -0.55 0.1736
H 22.123090 -18.816310 -2.970480 -0.51 0.09 0.01 0.1527
H 25.258060 -20.625650 -2.795070 -0.18 -0.09 -0.08 0.1869
H 17.699230 -19.137530 2.086870 -0.01 0.00 -0.05 0.1851
H 17.817930 -14.985770 4.008090 -0.39 0.23 0.22 0.1585
H 19.678570 -19.926040 -0.802400 -0.12 -0.31 0.10 0.1650
H 14.671510 -14.820090 0.898560 -0.23 0.01 -0.50 0.1638
H 18.912550 -17.230420 -1.895790 0.38 0.71 0.51 0.2182
H 23.867070 -20.258530 -3.899970 0.18 -0.19 -0.29 0.1611
H 13.601150 -15.310810 2.155750 0.23 0.03 0.65 0.1828
H 14.244150 -13.623920 2.034000 0.13 0.18 0.75 0.1669
H 23.421570 -17.757730 -2.527120 0.11 0.31 0.25 0.1691
H 17.428280 -20.209730 0.687690 -0.27 -0.34 0.23 0.1602
H 19.412690 -17.909100 3.061870 -0.16 -0.35 0.29 0.1994
H 18.825060 -14.156770 2.791160 -0.01 0.03 -0.25 0.2641
H 18.992860 -20.214920 1.524780 0.19 -0.16 0.09 0.1629
H 23.371910 -17.164820 3.659100 -0.53 -0.38 0.09 0.1592
H 21.316390 -16.925510 4.484900 -0.82 -1.10 0.44 0.1662
H 21.288440 -16.607450 -1.640880 -0.71 1.00 0.12 0.3954
H 24.925150 -18.958650 -3.311300 0.22 0.03 -0.18 0.1673
H 18.199400 -19.318150 -1.638160 -0.50 -0.49 0.43 0.1742
H 22.724450 -17.633930 -0.168920 0.07 -0.22 0.04 0.2195
H 16.926850 -14.595340 1.062750 0.20 -0.06 -0.14 0.1960
H 16.544950 -13.407960 2.326210 0.66 0.42 -0.21 0.1711
```
Forces are in eV/Å.

Results
Frontier orbital gap   3.125 eV
Total charge   -1
HOMO   -0.61 eV
Lowest unoccupied orbital energy   2.5 eV

---

Entry 4:
The following is a DFT calculation (wB97M-V/def2-TZVPD) of a molecular structure, C13H30F2N3O8S2V.

```
59
Properties=species:S:1:pos:R:3:forces:R:3:mulliken_charge:R:1
V 1.053835 1.965506 -3.854757 0.94 -2.19 1.59 1.8601
S 4.513969 5.448366 -4.187578 4.01 -1.12 0.44 1.0070
S 2.700426 6.496679 -5.375219 -4.94 5.89 -3.62 0.9729
F 4.513341 4.211640 -3.147071 -0.16 0.44 -0.22 -0.2765
F 1.305188 5.999592 -6.112716 0.62 0.08 0.25 -0.3454
O 2.157505 7.625532 -4.568484 1.83 -2.73 -1.54 -0.5736
O 1.026168 1.206335 -5.220171 -0.07 0.82 1.54 -0.4897
O 3.567312 6.795955 -6.516524 -0.95 -0.52 2.34 -0.5452
O 1.275768 -2.032489 2.264483 1.58 3.07 -1.52 -0.4916
O -2.343449 1.617194 -3.184617 -1.99 -1.07 -2.30 -0.2826
O 5.587563 5.102835 -5.135743 -2.93 0.10 1.48 -0.5477
O 1.683478 0.937513 -2.770772 -1.60 2.58 -2.71 -0.5576
O 4.819808 6.642639 -3.405900 -1.64 -1.85 -0.96 -0.5253
N 2.900027 5.157528 -4.665030 3.70 -0.96 2.05 -0.1436
N -1.101863 3.879537 -2.002706 2.13 -1.55 -0.74 -0.5277
N 0.727312 -3.079083 2.822444 -2.45 -5.29 1.99 0.5189
C -3.259636 2.440114 -2.447545 2.05 -0.01 1.26 -0.8214
C -2.552251 3.827139 -2.131304 -0.83 0.05 0.54 0.4103
C -1.408847 -2.407769 1.778904 0.59 -0.63 0.59 -1.8903
C 1.950668 -3.256355 4.981280 0.41 -0.80 -0.43 -1.5684
C 0.908699 -5.334232 3.824086 -0.25 -0.04 0.63 -1.1506
C 2.962604 -4.282621 2.914298 -0.30 1.17 -0.80 -1.8817
C -0.723590 -2.956847 3.141109 -1.21 -1.13 -3.02 1.2318
C -2.914919 4.956590 -3.082570 -0.92 0.24 -0.14 -1.5008
C -1.127121 -2.037438 4.201411 -0.28 0.63 1.18 -1.7402
C -3.098233 0.580886 -3.967203 1.85 0.07 -0.37 -0.8476
C -0.557565 -5.286683 4.242485 0.41 0.79 -0.55 -0.7091
C -1.383005 -4.380037 3.339621 1.62 0.46 -0.83 -1.1385
C 1.611693 -3.964460 3.620196 -0.15 -0.20 0.59 1.3551
H 1.139454 -2.999318 5.662436 -0.30 0.09 -0.52 0.2953
H -2.445622 -4.395373 3.581887 0.07 0.62 0.39 0.4289
H 2.789738 -4.709722 1.926475 -0.18 -0.40 0.08 0.4199
H 2.586341 -3.904992 5.584023 0.35 0.00 -0.09 0.4424
H 2.514175 -2.370395 4.688651 -0.06 0.17 0.36 0.3601
H -2.461499 -0.302654 -4.012212 0.03 -0.10 0.58 0.2599
H -3.411409 1.776909 -1.595952 -0.13 0.78 0.96 0.4154
H -2.216965 -2.055244 4.205626 -0.07 0.48 0.06 0.4204
H -4.279338 2.592059 -2.801397 0.31 0.20 -1.01 0.4368
H -3.148122 0.821098 -5.029240 -0.25 0.81 0.08 0.3252
H -1.355377 -4.791664 2.330713 0.11 -0.41 -0.10 0.4691
H -0.503399 -4.910157 5.263953 -0.95 -0.49 0.30 0.3434
H -0.778690 4.827327 -1.871040 -0.22 0.42 -0.58 0.2346
H -4.091621 0.267563 -3.646112 0.13 0.55 0.66 0.3557
H -2.530155 4.875826 -4.099199 0.58 -0.19 0.20 0.3329
H 3.685512 -4.891634 3.457090 -0.56 -0.25 0.33 0.3752
H -0.748950 3.456004 -1.156436 -0.32 -0.60 0.21 0.2683
H -2.611088 5.897179 -2.623128 0.22 0.08 -0.28 0.4251
H -0.737083 -1.049866 3.955079 -0.11 0.19 0.52 0.3995
H 1.251113 -2.297229 1.342037 0.44 0.70 -0.46 0.3480
H -0.929699 -6.290114 4.035718 -0.24 -0.13 1.17 0.3677
H -1.170908 -3.095342 0.967288 0.47 0.08 -0.14 0.4676
H -2.498581 -2.416415 1.756164 -0.11 0.06 0.72 0.3580
H -0.828471 -2.394521 5.187006 0.22 0.34 0.06 0.3377
H -2.815539 4.108319 -1.111639 -1.25 0.03 -0.08 0.3001
H -3.985300 5.066290 -3.256774 -0.20 -0.24 0.38 0.3796
H 1.440071 -5.819450 4.642813 0.18 -0.05 0.12 0.3416
H 0.915558 -6.098932 3.047363 0.75 0.70 -0.87 0.4458
H -1.084124 -1.396155 1.535404 0.10 -0.05 0.02 0.4295
H 3.515095 -3.372963 2.678996 -0.08 0.33 0.22 0.4154
```
Forces are in eV/Å.

Results
Frontier orbital gap   3.576 eV
HOMO   -8.18 eV
Lowest unoccupied orbital energy   -4.6 eV